Entry 1:
Below is a cluster of 10 separate species, C24H70N2O10 in total at a distorted geometry, with properties calculated with the ωB97M-V functional and the def2-TZVPD basis.

Cartesian coordinates (Å):
C (0.9292, -2.5520, 10.6695)
H (-6.6078, -1.9836, 0.7230)
H (-9.0217, -2.9462, 5.0268)
H (-0.2161, -2.8256, 13.4131)
H (-9.9201, -5.2625, 7.1332)
H (1.0055, -1.3867, 12.5283)
H (-0.4228, -6.2988, 5.2185)
C (-9.8649, -4.6091, 12.3423)
O (-0.8346, 0.6240, 1.6834)
H (1.8743, -3.0395, 10.9088)
H (-9.1587, -5.4477, 14.2310)
H (2.2736, 1.6612, -0.2992)
O (-5.0477, -4.5801, 2.2497)
O (-0.3235, -5.3470, 5.2951)
C (1.2039, 0.1036, 0.4654)
H (-4.4761, -2.3408, 6.5488)
H (-8.5498, 3.3823, 13.4872)
H (2.0849, -1.7855, 0.5585)
H (-10.9161, -4.8959, 12.3149)
H (-6.1979, -10.7294, 7.6059)
N (1.6934, 1.4493, 0.4999)
H (-7.9720, 2.9678, 12.0533)
H (-4.4044, -2.0050, 9.1263)
H (-6.8252, 2.6528, 5.8117)
H (-8.8448, -4.2557, 6.7495)
C (0.2495, -1.7923, 11.8559)
H (3.0481, -0.5005, 1.3150)
C (-1.6676, 0.5037, 2.8555)
H (0.4211, -3.3646, 10.1502)
H (-10.9644, -0.3771, 4.8655)
H (1.1047, -1.7903, 9.9098)
H (-7.0159, -3.9796, 1.7735)
H (2.9770, -0.4432, -0.4604)
O (-9.7747, -3.3778, 11.5761)
H (-11.0556, -4.6577, 5.4044)
H (-5.1943, -10.0736, 5.2449)
H (-4.4641, 3.8869, 6.7724)
H (1.1319, -4.0300, 4.7725)
H (-8.5073, -3.8780, 13.9395)
C (0.2945, -0.2250, 1.7327)
H (-8.3646, -0.2903, 12.0077)
C (-4.4971, -3.1649, 7.2619)
H (-1.7318, -0.5459, 3.1424)
O (-0.2855, -2.9255, 12.4608)
H (-6.8265, 3.9965, 7.0699)
O (-5.2466, -4.2688, 6.7781)
H (-5.4752, -1.9759, 1.8902)
C (-8.4827, 1.1800, 13.0919)
C (-6.2782, 3.1864, 6.5889)
H (-0.6058, -1.1629, 11.6105)
H (-12.4466, -1.5384, 4.8562)
O (-10.7479, -2.2919, 4.0576)
H (-9.5247, 1.1370, 12.7749)
H (0.7462, -0.0537, -0.5113)
C (1.0949, -5.8534, 3.5163)
H (-6.2073, -8.6503, 5.3601)
N (-9.7912, -4.2612, 7.1022)
H (-5.5086, 2.8007, 8.6233)
H (-5.0397, -4.5422, 5.8814)
C (-11.5650, -1.1330, 4.3597)
C (-5.6950, -2.5239, 0.9740)
H (-6.8827, 2.6406, 13.3820)
C (-6.5102, -9.7981, 7.1335)
O (-7.7137, 0.3801, 12.2277)
H (1.6302, -5.4693, 5.6287)
H (-9.3529, -5.3920, 11.7827)
H (0.0647, -1.2701, 1.9403)
C (-6.0030, -3.9496, 1.3720)
H (1.7462, -6.7156, 3.6596)
H (-8.2248, -10.0924, 7.9559)
C (0.9660, -5.1048, 4.8450)
H (0.9638, 2.1116, 0.2783)
H (0.1515, -6.0376, 3.0023)
O (-5.0613, 3.6372, 6.0635)
H (1.7634, -5.2226, 2.9304)
H (-4.8778, -3.6851, 9.4170)
C (-7.9271, 2.5886, 13.0743)
C (2.4552, -0.7671, 0.4401)
C (-5.9555, 2.2868, 7.7722)
H (-12.0060, -0.7562, 3.4368)
H (-6.8903, 2.0402, 8.2757)
C (-4.8841, -2.8782, 8.6842)
H (0.8696, -0.0017, 2.6314)
H (-9.6973, -3.5456, 10.6341)
C (-10.0523, -2.7207, 5.3007)
H (-2.6831, 0.8361, 2.6403)
H (-6.9123, -10.2066, 5.0771)
C (-6.1350, -9.6990, 5.6483)
H (-11.7482, -2.7874, 7.5773)
H (-12.8618, -3.1809, 6.2584)
H (-6.1905, -4.6015, 0.5188)
O (-7.8305, -9.4649, 7.3457)
C (-10.7414, -3.8452, 6.0597)
H (-8.3354, 0.7362, 14.0765)
H (-9.9647, -1.8798, 5.9887)
H (-12.3186, -4.4480, 7.3737)
C (-9.3892, -4.4926, 13.7591)
H (-10.2054, -4.0569, 14.3355)
H (-5.9351, -2.5946, 8.6287)
H (-1.3859, 1.1440, 3.6914)
H (-5.4757, 1.3393, 7.5268)
H (-4.8395, -2.4442, 0.3033)
H (-4.1754, -4.3315, 1.9352)
C (-12.0165, -3.5458, 6.8418)
H (-3.4514, -3.4722, 7.2821)
H (-5.9243, -8.9801, 7.5525)

Atoms 1-6, force components in eV/Å:
C 0.618 2.095 -1.148
H 0.107 -0.272 -1.052
H -0.134 -0.505 -0.207
H -0.332 -0.180 0.150
H -0.195 -0.405 0.779
H -0.069 0.744 -0.392

Calculated values
- orbital gap (eV) = 9.69
- total energy (eV) = -49470.93854
- relative energy (zero: lowest compared OMol25 entry of this formula, charge and spin) (kJ/mol) = 504.1
- SMILES string = COC[C@H](C)N.COC[C@H](C)N.CCO.CCO.CCO.CCO.CCO.CCO.CCO.CCO

Entry 2:
Below is a cluster of 11 separate species, C24H70O20 in total at a distorted geometry, with properties calculated with the ωB97M-V functional and the def2-TZVPD basis.

Cartesian coordinates (Å):
H (7.4326, -3.0398, 7.7107)
C (-6.3145, -0.1233, -4.9517)
H (-5.4808, 0.7004, 6.6359)
H (-5.6756, 7.7644, 0.1809)
H (-4.6573, -4.9303, -0.5357)
H (5.2727, 7.0796, -1.6444)
H (-6.9492, -2.4541, 5.0847)
H (0.6331, -3.2996, -6.0004)
H (9.0735, 0.5248, 2.2551)
C (0.7722, 0.2067, 0.1912)
H (-4.7997, -0.1249, -3.4688)
H (-0.8681, 1.4634, 0.5734)
C (-6.3775, -1.8725, 5.8080)
C (-4.7216, 0.0641, 6.1811)
H (5.8096, 4.9124, -4.5210)
H (-7.5085, 8.0400, 2.1605)
C (-6.3169, 6.9577, -0.1742)
O (10.2884, 2.0921, 1.5396)
C (9.5788, 0.0382, 0.2184)
H (-0.7255, 12.2938, -4.2685)
C (-5.3112, -0.9449, 5.1551)
H (-0.5298, -6.1082, -4.3891)
H (7.1249, 4.1227, -3.9192)
H (7.0346, 6.5027, -2.9909)
H (11.0137, -1.3780, -0.1004)
H (5.5280, -2.4091, 4.3720)
H (-6.5524, -6.5045, -1.1039)
C (-5.5512, 0.5670, -3.8491)
H (-5.9740, 5.9876, 0.1854)
H (7.0012, 5.2959, -1.8259)
C (-0.0998, 9.3132, -4.8989)
C (6.1743, 4.5253, -3.5696)
H (9.4793, 0.4117, -0.8008)
C (-7.7563, 7.2499, 0.4091)
H (-0.6318, 8.9494, -4.0198)
H (-3.9416, 0.7093, 5.7769)
O (-7.7681, 7.1886, 1.8009)
H (-5.8266, 6.1690, -1.8650)
H (-5.2581, -6.8914, -2.1769)
H (2.4479, 0.8204, -0.4133)
H (-5.8589, -2.6054, 6.4261)
O (2.1562, 0.2160, 0.2731)
C (-4.5590, -5.9796, -0.2575)
O (10.8887, -0.6163, 0.4704)
H (0.3743, -0.2313, -0.7242)
O (5.4368, 3.4649, -3.0752)
O (5.9850, -2.4507, 5.2152)
O (-6.4086, 6.8592, -1.5386)
O (-5.8112, -0.2378, 4.0577)
C (6.8176, -3.6372, 5.1683)
H (-0.9162, 9.1969, -5.6117)
C (9.2783, 1.0893, 1.3454)
H (-7.0710, -1.3332, 6.4532)
O (0.4125, 2.3789, -0.7977)
H (0.7675, 10.9646, -3.7846)
O (-0.0921, -6.4044, -5.1906)
C (2.0346, -5.6382, -6.0805)
H (-4.7046, -8.4872, -0.4794)
O (1.0126, 8.4833, -5.3058)
C (8.1133, -3.5585, 5.9301)
H (2.6185, -4.7199, -6.0180)
C (-1.4429, -7.0258, 6.1100)
H (0.9516, 11.1330, -5.4392)
H (-6.1407, 0.7228, -2.9456)
H (-7.0631, 0.6147, -5.2400)
O (0.2250, -6.1895, 4.5412)
H (-2.2360, -6.9572, 5.3654)
C (0.1947, 1.6439, 0.4123)
H (-5.6065, -0.4107, -5.7290)
H (1.3300, 2.6427, -0.8988)
H (8.8149, -4.2720, 5.4979)
H (0.4961, -6.2519, 6.5278)
H (-0.4976, -4.4615, -6.6349)
C (0.2363, 10.7495, -4.7117)
H (-7.4842, -1.7199, -5.1146)
H (-2.8266, -6.3025, 0.4344)
H (11.1380, 1.6999, 1.7540)
H (7.0106, -3.8610, 4.1191)
O (-6.8923, -1.3610, -4.4494)
H (8.8474, -0.7686, 0.2653)
H (1.0937, -5.3420, -4.2243)
O (-4.8246, 1.6938, -4.2242)
C (0.8043, -5.3299, -5.2751)
H (-4.2929, -0.4875, 7.0177)
H (2.6327, -6.4863, -5.7473)
O (-0.9341, 11.4775, -4.7285)
C (0.0381, -4.1721, -5.7308)
H (0.6212, 2.1580, 1.2736)
H (-4.4691, -1.5324, 4.7891)
O (-0.9547, -8.3486, 6.2478)
H (-0.6991, -3.8080, -5.0151)
C (6.3689, 5.7343, -2.5979)
C (-5.5089, -6.8194, -1.1186)
H (6.3018, -4.5439, 5.4844)
H (-4.1049, 1.8197, -3.6015)
H (-4.8113, -6.0229, 0.8020)
H (-6.5785, 0.2777, 4.3170)
O (5.1367, 6.3415, -2.2430)
H (8.2843, 1.5129, 1.2017)
H (8.6605, -2.6493, 5.6810)
C (-0.3292, -6.0224, 5.8538)
H (5.3039, 2.8617, -3.8100)
H (-0.7159, -8.4261, 7.1744)
O (-5.6031, -8.1766, -0.6127)
H (-2.0139, -6.8380, 7.0192)
H (1.4771, 8.2933, -4.4874)
H (-8.0584, 8.2406, 0.0693)
H (0.4536, -0.3810, 1.0521)
H (-8.5098, 6.5755, 0.0025)
H (0.6162, -7.0651, 4.4966)
O (-3.2179, -6.3626, -0.4402)
O (8.0800, -3.6481, 7.3468)
H (1.8241, -5.7612, -7.1429)
H (-0.6687, -5.0114, 6.0789)

Atoms 1-6, force components in eV/Å:
H -0.082 0.171 -0.227
C -0.060 -0.268 0.306
H -0.276 0.049 -0.226
H 0.369 0.039 -0.093
H -0.166 0.219 -0.195
H 0.253 -0.067 0.028

Calculated values
- orbital gap (eV) = 9.95
- total energy (eV) = -66964.23237
- relative energy (zero: lowest compared OMol25 entry of this formula, charge and spin) (kJ/mol) = 441.3
- SMILES string = CC(C)O.CC(C)O.OCCO.OCCO.OCCO.OCCO.OCCO.OCCO.OCCO.OCCO.OCCO

Question: Which of these has the lowest relative energy (zero: lowest compared OMol25 entry of this formula, charge and spin)?
Answer: C24H70O20

Question: Which of these has the lowest relative energy (zero: lowest compared OMol25 entry of this formula, charge and spin)?
Answer: C24H70O20